ORCA calculation (ωB97M-V with the def2-TZVPD basis set) on an isolated molecule of C5H8O2.

The SMILES is O=CCC1(O)CC1. The orbital gap is 10.336 eV. The HOMO energy comes out at -0.352 Eh. The energy relative to the best compared isomer or geometry (same formula, charge and spin) is 142.6 kJ/mol. The total charge is 0. As for the spin multiplicity: 1.

CARTESIAN COORDINATES (ANGSTROEM)
O (0.21, 1.71, -0.27)
C (0.34, 0.37, 0.08)
C (-0.91, -0.24, 0.69)
C (-2.00, -0.25, -0.35)
O (-2.44, 0.78, -0.83)
C (1.68, -0.02, 0.61)
C (1.24, -0.51, -0.75)
H (-0.67, 1.81, -0.68)
H (-0.72, -1.24, 1.08)
H (-1.23, 0.40, 1.53)
H (-2.37, -1.24, -0.69)
H (1.72, -0.74, 1.43)
H (2.43, 0.76, 0.66)
H (1.71, -0.03, -1.61)
H (1.00, -1.56, -0.89)



ORCA calculation (ωB97M-V with the def2-TZVPD basis set) on a structure of composition C37H86CaCuN5O9.

The orbital gap is 4.686 eV. The HOMO energy comes out at -0.411 Eh. The energy relative to the best compared isomer or geometry (same formula, charge and spin) is 0.0 kJ/mol. The total charge is +2. As for the spin multiplicity: 1.

CARTESIAN COORDINATES (ANGSTROEM)
Cu (-0.66, -3.15, -3.15)
Ca (-4.05, -2.23, -2.36)
C (-1.09, -0.60, -1.56)
O (-1.89, -1.54, -2.21)
H (-1.29, -0.52, -0.48)
H (-0.01, -0.80, -1.66)
H (-1.24, 0.41, -1.97)
C (-1.91, -2.11, 4.08)
C (-1.14, -0.84, 3.81)
C (-0.74, -0.19, 5.13)
C (0.27, 0.95, 5.02)
C (1.49, 0.47, 4.24)
C (1.18, -0.18, 2.92)
N (0.09, -1.16, 3.09)
O (-0.21, -1.83, 1.86)
C (0.86, 0.85, 1.81)
C (2.42, -0.95, 2.46)
C (-2.05, 0.17, 3.07)
H (-1.25, -2.82, 4.58)
H (-2.24, -2.57, 3.15)
H (-2.75, -1.90, 4.74)
H (-1.61, 0.08, 5.73)
H (-0.23, -1.00, 5.69)
H (0.56, 1.25, 6.03)
H (-0.20, 1.82, 4.54)
H (1.95, -0.31, 4.85)
H (2.21, 1.26, 4.07)
H (1.73, 1.46, 1.58)
H (0.75, 0.28, 0.86)
H (-0.05, 1.43, 1.92)
H (2.40, -1.21, 1.40)
H (3.32, -0.35, 2.59)
H (2.52, -1.88, 3.02)
H (-3.05, 0.18, 3.52)
H (-2.19, -0.07, 2.00)
H (-1.67, 1.19, 3.08)
H (-0.45, -1.11, 1.26)
C (-1.16, 6.92, 3.03)
C (-1.36, 5.57, 2.36)
C (-2.73, 5.03, 2.69)
C (-3.21, 3.92, 1.77)
C (-3.15, 4.41, 0.32)
C (-1.74, 4.84, -0.07)
N (-1.22, 5.75, 0.92)
O (-0.01, 6.34, 0.55)
C (-0.85, 3.61, -0.26)
C (-1.83, 5.52, -1.43)
C (-0.26, 4.62, 2.88)
H (-0.15, 7.31, 3.06)
H (-1.58, 6.94, 4.04)
H (-1.75, 7.67, 2.48)
H (-2.77, 4.68, 3.72)
H (-3.44, 5.86, 2.69)
H (-4.21, 3.59, 2.06)
H (-2.55, 3.05, 1.87)
H (-3.71, 5.36, 0.35)
H (-3.58, 3.74, -0.42)
H (0.19, 3.89, -0.48)
H (-0.81, 2.92, 0.58)
H (-1.18, 2.99, -1.12)
H (-2.34, 4.83, -2.12)
H (-2.48, 6.39, -1.38)
H (-0.86, 5.80, -1.85)
H (0.71, 4.97, 2.54)
H (-0.38, 3.58, 2.58)
H (-0.31, 4.60, 3.98)
H (-0.22, 7.28, 0.44)
C (8.25, 1.77, 1.68)
O (7.60, 2.25, 0.54)
C (8.46, 2.24, -0.60)
C (7.60, 2.58, -1.80)
N (6.64, 1.50, -2.04)
C (5.85, 1.66, -3.25)
C (5.01, 0.46, -3.46)
O (4.13, 0.35, -2.34)
C (3.38, -0.81, -2.38)
H (9.20, 2.31, 1.84)
H (8.49, 0.71, 1.59)
H (7.62, 1.92, 2.55)
H (8.95, 1.26, -0.71)
H (9.23, 3.00, -0.43)
H (8.24, 2.64, -2.68)
H (7.10, 3.54, -1.60)
H (6.04, 1.39, -1.23)
H (6.52, 1.82, -4.09)
H (5.16, 2.52, -3.16)
H (5.58, -0.46, -3.60)
H (4.37, 0.59, -4.35)
H (2.46, -0.68, -1.79)
H (3.92, -1.69, -2.01)
H (3.00, -1.05, -3.39)
C (-5.08, 0.91, -1.08)
O (-4.52, -0.39, -0.86)
C (-4.69, -0.84, 0.49)
C (-3.91, -2.09, 0.72)
N (-4.25, -3.20, -0.23)
C (-5.64, -3.68, 0.04)
C (-5.93, -4.92, -0.77)
O (-4.98, -5.86, -0.38)
C (-5.08, -7.11, -1.06)
H (-6.01, 1.05, -0.52)
H (-5.36, 1.00, -2.13)
H (-4.39, 1.72, -0.83)
H (-5.76, -0.99, 0.69)
H (-4.39, -0.10, 1.24)
H (-4.01, -2.47, 1.74)
H (-2.84, -1.88, 0.59)
H (-3.70, -4.01, 0.04)
H (-6.39, -2.91, -0.11)
H (-5.68, -3.98, 1.09)
H (-5.95, -4.74, -1.86)
H (-6.92, -5.29, -0.48)
H (-4.08, -7.47, -1.32)
H (-5.63, -7.01, -2.00)
H (-5.59, -7.85, -0.44)
C (0.89, -0.99, -5.32)
O (0.78, -2.25, -4.67)
C (1.36, -3.32, -5.39)
C (1.58, -4.48, -4.45)
N (0.31, -4.99, -3.94)
C (0.40, -5.93, -2.80)
C (1.20, -5.35, -1.66)
O (0.80, -4.00, -1.49)
C (1.44, -3.42, -0.36)
H (1.94, -0.76, -5.53)
H (0.52, -0.23, -4.64)
H (0.30, -0.97, -6.23)
H (0.68, -3.62, -6.21)
H (2.26, -3.04, -5.94)
H (2.27, -5.21, -4.89)
H (2.17, -4.07, -3.63)
H (-0.15, -5.48, -4.70)
H (-0.60, -6.24, -2.50)
H (0.90, -6.84, -3.16)
H (1.01, -5.91, -0.74)
H (2.26, -5.39, -1.89)
H (1.27, -4.02, 0.53)
H (1.04, -2.42, -0.23)
H (2.51, -3.27, -0.53)



ORCA calculation (ωB97M-V with the def2-TZVPD basis set) on a cluster of 2 separate species, C4H5NO in total.

The orbital gap is 8.974 eV. The HOMO energy comes out at -0.305 Eh. The energy relative to the best compared isomer or geometry (same formula, charge and spin) is 768.6 kJ/mol. The total charge is 0. As for the spin multiplicity: 1.

CARTESIAN COORDINATES (ANGSTROEM)
C (-0.89, 0.11, 1.03)
C (-2.18, 0.29, 0.91)
C (2.26, -0.09, -1.41)
C (1.56, -1.06, -1.50)
N (0.19, -0.60, 1.10)
O (0.39, 0.90, 0.70)
H (-2.69, 1.20, 0.73)
H (-2.66, -0.57, 1.11)
H (2.76, 0.72, -1.32)
H (0.34, 0.92, -0.23)
H (0.93, -1.83, -1.13)



ORCA calculation (ωB97M-V with the def2-TZVPD basis set) on an isolated molecule of C5H10O2.

The SMILES is C[C@@H](O)[C@H]1CCO1. The orbital gap is 10.756 eV. The HOMO energy comes out at -0.357 Eh. The energy relative to the best compared isomer or geometry (same formula, charge and spin) is 189.6 kJ/mol. The total charge is 0. As for the spin multiplicity: 1.

CARTESIAN COORDINATES (ANGSTROEM)
C (-2.09, -0.29, -0.36)
C (-1.00, 0.46, 0.38)
O (-1.46, 0.69, 1.70)
C (0.30, -0.32, 0.42)
C (1.14, -0.42, -0.86)
C (2.21, 0.29, -0.04)
O (1.33, 0.45, 1.08)
H (-3.04, 0.25, -0.26)
H (-1.84, -0.39, -1.42)
H (-2.23, -1.29, 0.06)
H (-0.81, 1.43, -0.12)
H (-0.70, 1.06, 2.19)
H (0.14, -1.28, 0.93)
H (1.38, -1.44, -1.19)
H (0.74, 0.15, -1.70)
H (2.55, 1.26, -0.43)
H (3.08, -0.33, 0.22)